Computed, not measured: C41H37N13O2PbS as an isolated structure, with ωB97M-V with the def2-TZVPD basis set.

Structure (ORCA input):
```
! wB97M-V def2-TZVPD RIJCOSX def2/J DEFGRID3
* xyz 2 1
Pb 0.47 -0.10 -0.01
C -1.74 2.26 -3.55
C -1.33 1.16 -2.80
N -1.32 1.22 -1.47
C -1.72 2.35 -0.88
C -1.97 3.48 -1.66
N -1.99 3.42 -2.98
C -1.87 2.37 0.59
C -2.64 3.36 1.18
C -2.76 3.42 2.56
C -2.15 2.40 3.29
C -1.46 1.39 2.64
N -1.28 1.40 1.30
C -0.92 0.27 3.46
C -1.33 0.07 4.78
N -0.78 -0.85 5.56
C 0.13 -1.65 5.02
C 0.44 -1.56 3.67
N -0.07 -0.59 2.91
C -3.51 4.48 3.25
C -4.69 4.99 2.72
C -5.37 5.98 3.43
N -4.94 6.46 4.59
C -3.81 5.98 5.09
C -3.06 4.99 4.46
H -1.83 2.21 -4.63
H -1.01 0.24 -3.26
H -2.13 4.46 -1.23
H -3.15 4.09 0.57
H -2.24 2.39 4.37
H -2.13 0.64 5.24
H 0.58 -2.39 5.67
H 1.10 -2.26 3.18
H -5.11 4.61 1.79
H -6.30 6.39 3.05
H -3.50 6.39 6.04
H -2.14 4.65 4.90
N 2.78 1.51 3.83
C 2.67 0.80 2.70
N 2.09 1.23 1.63
C 1.64 2.55 1.57
N 1.30 3.07 0.44
N 1.30 2.17 -0.58
C 1.67 2.50 -1.75
C 1.79 1.44 -2.76
C 2.07 1.72 -4.09
C 2.30 0.66 -4.96
C 2.28 -0.63 -4.47
C 1.97 -0.82 -3.12
N 1.71 0.18 -2.30
C 1.60 3.32 2.80
C 1.00 4.59 2.89
C 0.94 5.23 4.10
C 1.47 4.64 5.25
C 2.09 3.41 5.17
C 2.16 2.76 3.95
H 3.30 1.15 4.61
H 3.09 -0.20 2.69
H 2.00 3.50 -2.00
H 2.11 2.74 -4.43
H 2.51 0.85 -6.00
H 2.49 -1.47 -5.10
H 1.95 -1.81 -2.69
H 0.60 5.03 1.99
H 0.49 6.21 4.17
H 1.40 5.14 6.20
H 2.53 2.95 6.06
C -0.77 -3.84 1.23
N 0.52 -4.46 1.01
C 1.58 -3.79 0.49
N 2.66 -4.56 0.20
O 1.60 -2.56 0.33
H -1.40 -4.52 1.80
H -1.28 -3.60 0.29
H -0.65 -2.91 1.79
H 0.55 -5.46 1.02
H 2.70 -5.54 0.38
H 3.49 -4.10 -0.15
C -2.95 -2.29 -2.30
S -1.15 -2.57 -2.24
O -0.61 -1.82 -3.41
C -1.13 -4.31 -2.76
C -0.41 -4.64 -3.89
C -0.31 -5.97 -4.27
C -0.91 -6.95 -3.50
C -1.62 -6.62 -2.36
C -1.73 -5.29 -1.98
H -3.27 -2.32 -3.34
H -3.13 -1.30 -1.88
H -3.47 -3.05 -1.71
H 0.05 -3.85 -4.48
H 0.24 -6.24 -5.16
H -0.84 -7.99 -3.80
H -2.09 -7.38 -1.76
H -2.31 -5.03 -1.10
*
```

Properties
ΔE to the lowest compared entry with this formula, charge and spin, kcal/mol: 15.2
HOMO-LUMO gap, eV: 7.7

Here are the Mulliken charges for atoms 1 to 2, given in e: number 1, Pb, carries 2.21; number 2, C, carries -0.99

=====

Computed, not measured: C23H26N4O4S as an isolated structure, with ωB97M-V with the def2-TZVPD basis set.

Structure (ORCA input):
```
! wB97M-V def2-TZVPD RIJCOSX def2/J DEFGRID3
* xyz 0 1
C 2.35 1.94 -1.68
H 1.90 2.46 -0.73
H 2.70 2.91 -2.22
C 3.47 1.00 -1.40
N 3.07 -0.03 -0.76
C 2.52 -1.41 -1.29
N 2.04 -2.30 -0.34
N 2.02 -1.38 0.72
C 2.59 -0.27 0.50
C 2.95 0.70 1.71
N 1.52 0.93 2.35
C 0.87 2.08 1.96
O 1.43 2.94 1.22
C -0.36 2.22 2.98
C -0.34 1.85 4.19
C -1.46 1.85 5.04
C -2.41 2.70 4.58
C -2.41 3.13 3.21
C -1.44 3.09 2.48
H -1.29 3.26 1.47
H -3.26 3.84 2.71
O -3.80 2.82 5.12
C -3.98 2.51 6.48
H -4.90 2.74 6.83
H -3.98 1.68 6.38
H -3.13 3.04 7.20
H -1.35 1.62 6.07
H 0.29 1.25 4.69
H 1.36 0.09 2.97
C 4.01 0.07 2.68
H 3.54 -0.79 2.99
H 4.95 0.04 1.97
H 4.12 0.81 3.45
H 3.36 1.62 1.21
S 2.64 -1.72 -2.99
C 1.95 -3.49 -2.91
C 1.08 -3.65 -4.00
O 1.25 -4.83 -4.69
C -0.26 -3.14 -3.80
C -1.20 -3.26 -4.96
C -2.25 -2.58 -4.68
C -2.78 -2.12 -3.68
C -1.80 -1.93 -2.63
C -0.49 -2.53 -2.62
H -0.06 -2.48 -1.87
H -2.15 -1.26 -1.54
O -3.79 -1.18 -3.41
C -4.67 -1.11 -4.44
H -5.73 -0.48 -4.29
H -5.17 -2.27 -4.97
H -4.41 -0.59 -5.48
H -2.98 -2.45 -5.74
H -0.84 -3.44 -5.69
H 3.13 -4.08 -3.07
H 1.90 -3.72 -1.74
H 4.10 1.25 -0.69
H 3.97 0.61 -2.40
H 1.59 1.44 -2.43
*
```

Properties
ΔE to the lowest compared entry with this formula, charge and spin, kcal/mol: 567.5
HOMO-LUMO gap, eV: 7.5

Here are the Mulliken charges for atoms 1 to 2, given in e: number 1, C, carries -0.58; number 2, H, carries 0.11

=====

Computed, not measured: a 12-piece molecular cluster, C7H35O12 overall, with ωB97M-V with the def2-TZVPD basis set.

Structure (ORCA input):
```
! wB97M-V def2-TZVPD RIJCOSX def2/J DEFGRID3
* xyz 0 2
C 1.50 -0.97 -3.45
O 2.61 -0.09 -3.24
C 1.52 -2.16 -2.55
C 0.30 -2.36 -1.60
C 0.10 -1.08 -0.88
C -1.42 -1.07 -0.46
C -1.58 -1.94 0.76
C -2.60 -1.64 1.63
H 1.60 -1.25 -4.52
H 0.59 -0.33 -3.33
H 1.58 -3.05 -3.16
H 2.47 -2.14 -1.99
H 0.49 -3.10 -0.86
H -0.56 -2.68 -2.24
H 0.58 -0.89 0.08
H 0.27 -0.17 -1.51
H -1.77 0.01 -0.35
H -2.12 -1.61 -1.12
H -0.79 -2.74 0.85
H -2.72 -2.07 2.57
H -3.46 -0.99 1.49
H -2.76 3.18 0.20
H -1.22 3.91 0.03
O -2.16 3.86 -0.15
H 2.05 -1.57 2.55
H 3.10 -2.04 1.74
O 2.61 -2.40 2.49
H 1.06 3.14 0.20
H 0.57 3.31 1.68
O 0.64 3.76 0.85
H -0.57 1.02 3.50
H 0.13 1.06 2.16
O -0.44 1.58 2.74
H -2.91 2.69 2.35
H -1.78 1.75 2.01
O -2.74 2.00 1.69
H 1.11 -0.47 2.37
H -0.07 -1.56 2.39
O 0.35 -0.87 2.89
H -3.85 -0.14 -0.12
H -3.88 1.00 0.91
O -4.43 0.52 0.24
H 2.17 1.72 -1.11
H 1.68 0.95 0.13
O 1.44 1.73 -0.48
H 2.78 0.77 1.63
H 3.22 -0.52 0.20
O 2.20 0.09 1.34
H 2.91 -0.25 -2.32
H 4.63 -0.22 -0.55
O 3.91 -0.82 -0.44
H -1.86 2.36 -2.06
H -2.48 1.03 -2.37
O -2.04 1.74 -2.82
*
```

Properties
ΔE to the lowest compared entry with this formula, charge and spin, kcal/mol: 54.7
HOMO-LUMO gap (alpha / beta), eV: 7.6 / 3.7

Here are the Mulliken charges for atoms 1 to 2, given in e: number 1, C, carries -0.29; number 2, O, carries -0.59

=====

Computed, not measured: H8O4 as an isolated structure, with ωB97M-V with the def2-TZVPD basis set.

Structure (ORCA input):
```
! wB97M-V def2-TZVPD RIJCOSX def2/J DEFGRID3
* xyz 0 1
O -1.66 -0.67 -1.43
H -2.50 -0.51 -1.00
H -1.03 -0.17 -0.92
O 0.03 0.13 -0.19
H 0.46 0.70 0.45
H 0.64 0.10 -0.93
O 1.41 1.59 1.04
H 1.73 2.46 0.80
H 2.11 0.99 0.76
O -0.19 -1.69 0.77
H -0.84 -2.14 0.23
H -0.16 -0.80 0.43
*
```

Properties
ΔE to the lowest compared entry with this formula, charge and spin, kcal/mol: 88.5
HOMO-LUMO gap, eV: 9.3

Here are the Mulliken charges for atoms 1 to 2, given in e: number 1, O, carries -0.73; number 2, H, carries 0.30

=====

Computed, not measured: C23H16N4ORuS2 as an isolated structure, with ωB97M-V with the def2-TZVPD basis set.

Structure (ORCA input):
```
! wB97M-V def2-TZVPD RIJCOSX def2/J DEFGRID3
* xyz 1 6
Ru 12.79 6.37 14.37
S 12.49 8.88 14.56
C 14.07 8.76 13.94
N 14.57 7.56 13.74
C 15.87 7.61 13.28
C 16.68 6.53 13.10
C 17.98 6.71 12.64
C 18.35 7.98 12.22
C 17.56 9.07 12.34
C 16.32 8.91 12.99
S 15.06 10.07 13.48
H 16.37 5.57 13.33
H 18.64 5.91 12.52
H 19.28 8.06 11.62
H 17.96 10.06 12.10
O 13.86 4.69 13.94
C 14.60 3.79 14.62
C 15.54 3.00 13.92
C 16.27 2.09 14.55
C 15.99 1.74 15.90
C 15.10 2.54 16.63
C 14.38 3.57 15.99
C 13.32 4.25 16.66
N 12.52 5.31 16.27
C 11.62 5.53 17.26
C 11.79 4.62 18.28
N 12.87 3.86 17.86
H 15.64 3.17 12.79
H 16.91 1.38 13.98
H 16.53 0.95 16.40
H 14.98 2.34 17.70
H 10.87 6.33 17.23
H 11.37 4.46 19.23
H 13.34 3.13 18.42
N 11.04 6.50 13.06
C 10.11 6.67 12.43
C 8.95 6.94 11.64
C 7.77 7.31 12.34
C 6.68 7.68 11.57
C 6.73 7.55 10.18
C 7.89 7.23 9.49
C 9.03 6.85 10.28
H 7.75 7.31 13.42
H 5.73 7.99 12.00
H 5.84 7.78 9.52
H 8.00 7.04 8.45
H 9.91 6.44 9.83
*
```

Properties
HOMO-LUMO gap (alpha / beta), eV: 8.2 / 6.0

Here are the Mulliken charges for atoms 1 to 2, given in e: number 1, Ru, carries 0.84; number 2, S, carries -0.31

=====

Computed, not measured: a 40-piece molecular cluster, H80O40 overall, with ωB97M-V with the def2-TZVPD basis set.

Structure (ORCA input):
```
! wB97M-V def2-TZVPD RIJCOSX def2/J DEFGRID3
* xyz 1 2
H 1.81 2.32 0.82
H 1.09 3.57 0.50
O 1.28 3.00 1.26
H 1.06 -1.51 -5.13
H 2.38 -1.36 -5.54
O 1.49 -1.19 -5.95
H -2.34 2.56 0.19
H -2.21 1.14 -0.51
O -1.73 1.91 -0.16
H -0.70 3.62 3.94
H 0.63 4.26 4.19
O -0.31 4.42 4.28
H -5.30 2.53 2.89
H -5.53 1.21 3.56
O -5.67 1.65 2.70
H 1.02 -0.11 -2.53
O 1.30 -0.99 -2.78
H 1.87 0.16 1.55
O 2.12 0.86 2.15
H -1.49 -2.64 -1.07
H -0.01 -2.98 -1.29
O -0.80 -2.68 -1.76
H 3.72 1.91 -1.47
H 4.97 1.04 -0.64
O 4.57 1.48 -1.41
H 2.65 0.87 5.20
H 2.96 1.02 3.68
O 3.29 1.21 4.57
H -1.69 -2.02 -3.48
H -2.06 -1.04 -2.52
O -2.32 -1.29 -3.41
H 0.15 -0.83 0.06
O -0.78 -1.04 0.21
H 1.94 2.90 -2.51
H 0.91 2.44 -1.41
O 1.68 2.17 -1.93
H 0.70 -5.55 -1.56
H 1.62 -6.62 -0.98
O 0.78 -6.17 -0.83
H -4.58 0.55 0.00
H -5.11 1.07 -1.26
O -4.28 0.70 -0.92
H -1.25 4.71 -1.91
H -1.10 3.34 -1.72
O -0.59 3.98 -2.23
H 0.13 -1.32 2.97
H -0.63 -0.39 4.06
O -0.67 -0.89 3.24
H 3.23 -1.90 -2.12
H 3.81 -0.64 -2.01
O 4.13 -1.55 -1.98
H -3.05 -1.92 0.65
O -2.93 -2.74 0.17
H 5.55 -0.70 4.13
H 4.65 0.55 3.88
O 5.00 -0.29 3.46
H -2.60 -5.63 -1.69
O -2.75 -4.75 -1.31
H -2.13 5.03 -0.33
H -2.26 6.47 -1.22
O -2.36 5.53 -1.12
H 2.90 -0.80 -0.59
H 2.92 0.74 -0.86
O 2.37 0.01 -0.51
H -4.00 0.78 3.81
H -3.67 1.18 5.22
O -3.64 0.43 4.62
H -2.42 -3.29 3.69
H -2.26 -2.10 4.66
O -2.22 -3.05 4.59
H -0.29 5.83 2.10
H -1.09 4.74 2.36
O -0.84 5.24 1.57
H -2.75 1.80 -5.34
H -2.58 0.98 -4.20
O -3.10 1.77 -4.44
H 3.44 -0.70 -4.16
H 4.35 -1.78 -3.71
O 3.93 -1.43 -4.55
H 1.66 4.44 -2.89
H 1.72 5.06 -1.54
O 2.29 4.86 -2.30
H -1.15 -5.53 -3.85
H -0.31 -4.27 -4.25
O -0.32 -5.05 -3.70
H 4.24 4.11 2.73
H 3.15 3.42 3.59
O 4.09 3.46 3.42
H 2.88 -3.27 1.59
O 2.21 -2.60 1.32
H -0.03 1.93 -3.47
H -0.24 0.37 -3.85
O -0.38 1.06 -3.22
H -3.76 -3.20 0.34
H 0.48 -1.47 -2.99
H -2.05 -4.21 -1.69
H 2.94 1.30 1.88
H -1.16 -0.54 0.94
H 2.73 -2.00 1.92
O 1.77 -5.17 2.48
H 1.42 -4.29 2.65
H 1.44 -5.16 1.57
O -1.85 -4.55 1.82
H -1.80 -3.87 1.13
H -1.58 -5.38 1.42
O 4.96 0.81 1.22
H 4.70 -0.11 1.28
H 5.38 1.05 2.06
O 1.64 -3.29 -4.25
H 1.25 -4.10 -4.64
H 2.61 -3.34 -4.22
O -4.86 3.21 0.34
H -4.24 3.39 -0.39
H -4.29 3.60 1.03
O -5.37 -1.92 1.59
H -6.02 -1.27 1.90
H -5.52 -2.64 2.21
O -1.17 1.93 2.54
H -1.34 2.07 1.61
H -0.44 1.36 2.79
*
```

Properties
ΔE to the lowest compared entry with this formula, charge and spin, kcal/mol: 147.7
HOMO-LUMO gap (alpha / beta), eV: 8.9 / 1.9

Here are the Mulliken charges for atoms 1 to 2, given in e: number 1, H, carries 0.03; number 2, H, carries 0.19

=====

Computed, not measured: the molecule C2H6NO2PS, with ωB97M-V with the def2-TZVPD basis set.

Structure (ORCA input):
```
! wB97M-V def2-TZVPD RIJCOSX def2/J DEFGRID3
* xyz 0 1
C 1.95 -1.22 0.42
S 1.83 0.47 0.02
O 1.95 0.76 -1.42
O 2.86 1.18 0.78
C 0.21 1.05 0.52
N -0.94 0.38 0.04
P -2.39 0.86 -0.50
H 3.01 -1.49 0.55
H 1.41 -1.51 1.26
H 1.62 -1.70 -0.50
H 0.35 2.11 0.84
H -3.00 -0.40 -0.63
H -2.97 1.29 0.64
*
```

Properties
ΔE to the lowest compared entry with this formula, charge and spin, kcal/mol: 115.6
HOMO-LUMO gap, eV: 8.4
SMILES: CS(=O)(=O)/C=N/P

Here are the Mulliken charges for atoms 1 to 2, given in e: number 1, C, carries -0.95; number 2, S, carries 1.09

=====

Computed, not measured: the molecule C4H6N2, with ωB97M-V with the def2-TZVPD basis set.

Structure (ORCA input):
```
! wB97M-V def2-TZVPD RIJCOSX def2/J DEFGRID3
* xyz 0 1
N -0.93 -1.23 -0.34
C -1.11 0.19 -0.24
C -0.02 -0.37 -1.07
C 1.05 0.34 -0.16
N 0.99 -0.02 1.23
C -0.05 0.85 0.70
H -0.54 -1.61 0.52
H -2.07 0.63 -0.52
H 0.06 -0.46 -2.14
H 1.93 0.84 -0.52
H 0.85 -1.01 1.43
H -0.17 1.85 1.10
*
```

Properties
ΔE to the lowest compared entry with this formula, charge and spin, kcal/mol: 93.3
HOMO-LUMO gap, eV: 10.4
SMILES: N1[C@H]2[C@@H]1[C@H]1N[C@@H]21

Here are the Mulliken charges for atoms 1 to 2, given in e: number 1, N, carries -0.57; number 2, C, carries -0.27

=====

In order of appearance, strongest force on any atom = 1.185 19.534 3.925 7.707 3.484 2.972 9.241 0.575 eV/Å.